No. 1
{"formula": "C3HN2O3", "method": "ωB97M-V/def2-TZVPD", "relative_energy_kcal_mol": 62.54, "total_charge": -1, "smiles": "O=C([O-])c1ncno1", "e_lumo_ha": 0.149, "species": ["O", "C", "O", "C", "N", "C", "N", "O", "H"], "coordinates": [[-3.66396, -0.65997, -0.99754], [-3.45440, -0.12561, 0.11254], [-4.26254, 0.32941, 0.94578], [-1.92860, -0.01662, 0.23658], [-0.81028, -0.60036, 0.12898], [0.11670, 0.34447, -0.16035], [-0.31189, 1.55559, -0.42711], [-1.63422, 1.56927, -0.26591], [1.13141, 0.01562, -0.33217]], "forces_ev_per_a": [[0.12, 0.04, 0.34], [-1.74, -0.64, -0.32], [1.55, -0.30, -0.27], [0.41, 3.40, -1.65], [-1.81, -0.12, 1.26], [0.85, 1.19, -1.26], [0.57, -1.03, 0.18], [-0.09, -3.01, 1.56], [0.13, 0.46, 0.16]], "mulliken_charge": [-0.648, 0.428, -0.687, 0.721, -0.535, -0.134, -0.299, -0.223, 0.377]}



No. 2
{"formula": "C17H22Cl2N2O2", "method": "ωB97M-V/def2-TZVPD", "total_charge": 0, "smiles": "O=C(CCCOc1ccc(Cl)cc1Cl)N/N=C\\C1CCCCC1", "e_lumo_ha": 0.026, "species": ["O", "C", "C", "C", "C", "O", "C", "C", "C", "C", "Cl", "C", "C", "Cl", "N", "N", "C", "C", "C", "C", "C", "C", "C", "H", "H", "H", "H", "H", "H", "H", "H", "H", "H", "H", "H", "H", "H", "H", "H", "H", "H", "H", "H", "H", "H"], "coordinates": [[-2.76868, -2.79039, -1.27027], [-2.39832, -2.27085, -0.24087], [-3.30266, -1.93275, 0.92289], [-3.41970, -0.42173, 1.13100], [-3.95382, 0.28556, -0.11658], [-3.77769, 1.69604, -0.02821], [-2.49638, 2.16419, -0.01121], [-2.08688, 2.88549, 1.11031], [-0.82424, 3.43505, 1.20505], [0.06192, 3.26681, 0.15357], [1.65872, 3.91438, 0.25349], [-0.31998, 2.58351, -0.98761], [-1.58991, 2.03428, -1.06957], [-2.01470, 1.22518, -2.53961], [-1.08026, -1.94614, -0.08123], [-0.59516, -1.39945, 1.04963], [0.63160, -1.11390, 1.18385], [1.75266, -1.28729, 0.20088], [3.10119, -1.35486, 0.91912], [4.24123, -1.49492, -0.08549], [4.23416, -0.32736, -1.06758], [2.89414, -0.25154, -1.79221], [1.75254, -0.11206, -0.79029], [-2.88528, -2.38066, 1.82515], [-4.28194, -2.36642, 0.71838], [-4.07737, -0.21948, 1.97780], [-2.43103, -0.02211, 1.36710], [-3.46958, -0.11901, -1.00971], [-5.03261, 0.15083, -0.21649], [-2.79615, 3.00339, 1.91432], [-0.52775, 3.98074, 2.08630], [0.35996, 2.48397, -1.81835], [-0.46857, -2.16654, -0.86737], [0.87524, -0.66274, 2.13661], [1.61150, -2.21992, -0.36152], [3.10771, -2.20015, 1.61123], [3.24245, -0.44115, 1.50136], [5.19515, -1.53116, 0.44402], [4.12960, -2.43288, -0.63513], [5.04250, -0.44478, -1.79169], [4.40317, 0.60477, -0.52378], [2.88718, 0.60088, -2.47426], [2.75055, -1.15665, -2.38767], [1.86967, 0.81795, -0.22983], [0.79579, -0.06615, -1.31554]], "forces_ev_per_a": [[-0.09, -0.05, -0.19], [-0.31, -0.10, 0.35], [-0.04, 0.13, 0.01], [-0.12, 0.23, -0.21], [0.04, -0.56, 0.29], [0.16, 0.41, -0.20], [0.14, 0.06, 0.06], [-0.11, -0.14, -0.18], [0.07, -0.04, -0.09], [-0.31, -0.13, -0.10], [0.27, 0.10, 0.01], [0.02, 0.08, 0.17], [-0.15, 0.04, 0.16], [-0.03, 0.01, -0.09], [1.00, -0.12, -0.80], [-0.40, 0.14, 0.75], [0.19, -0.17, -0.23], [-0.14, 0.24, 0.02], [-0.01, -0.37, -0.19], [0.05, 0.28, 0.16], [-0.02, -0.28, -0.18], [0.05, 0.28, 0.15], [0.03, -0.32, -0.24], [-0.07, -0.03, 0.02], [0.10, -0.10, -0.05], [0.02, 0.02, 0.03], [-0.15, -0.02, 0.04], [-0.13, 0.11, 0.06], [0.11, -0.04, -0.06], [-0.09, -0.02, 0.09], [0.05, 0.05, 0.07], [0.06, -0.03, -0.07], [-0.20, 0.06, 0.15], [0.05, 0.07, 0.18], [0.02, -0.01, 0.00], [-0.01, 0.05, 0.09], [-0.03, 0.05, 0.09], [0.02, -0.09, -0.02], [0.04, -0.07, -0.01], [0.05, 0.08, 0.02], [0.06, 0.08, 0.01], [-0.02, -0.04, -0.09], [-0.02, -0.02, -0.08], [-0.04, 0.08, 0.04], [-0.06, 0.07, 0.04]], "mulliken_charge": [-0.646, 0.366, -0.710, -0.293, -0.413, -0.482, -0.186, -0.149, -0.758, 0.639, -0.213, -0.919, 0.821, -0.203, 0.275, -0.485, -0.855, 0.390, -1.124, -0.708, -0.666, -1.025, 0.295, 0.395, 0.319, 0.339, 0.211, 0.156, 0.302, 0.429, 0.442, 0.404, 0.184, 0.400, 0.391, 0.392, 0.383, 0.340, 0.334, 0.346, 0.337, 0.347, 0.366, 0.023, 0.209]}



No. 3
{"formula": "CH2N2OS", "method": "ωB97M-V/def2-TZVPD", "relative_energy_kcal_mol": 33.24, "total_charge": 0, "s_squared": 2.011, "e_lumo_ha": [0.021, -0.083], "spin_multiplicity": 3, "species": ["C", "N", "N", "O", "S", "H", "H"], "coordinates": [[0.68835, -0.00094, -0.17582], [-0.11218, 1.21457, -0.21633], [-0.23629, -0.98166, -0.15872], [1.86181, -0.18774, -0.29286], [-1.65409, 0.05299, -0.16095], [-0.01623, 2.14922, 0.14090], [-0.01093, -2.01208, -0.37808]], "forces_ev_per_a": [[1.04, 2.68, -0.51], [0.71, -3.27, -0.42], [-1.63, -0.82, -0.05], [0.98, 0.37, 0.27], [-0.69, -1.35, 0.01], [0.54, -0.08, 0.35], [-0.95, 2.48, 0.35]], "mulliken_spin": [-0.004, 0.363, 0.116, 0.150, 1.396, -0.008, -0.012]}